(1)
A molecular structure, C31H40AsIN7O2PtS3Si3, computed with ωB97M-V with the def2-TZVPD basis set.

Output
Relative energy (zero: lowest compared OMol25 entry of this formula, charge and spin) ... 0.0 kcal per mole
Expectation value of S² ... 2.011
Electronic energy ... -175641.244 eV
Frontier orbital gap (spin up / spin down) ... 4.67 / 6.67 eV
LUMO (spin up / spin down) ... -3.76 / -3.71 eV

ORCA input file:
```
! RIJCOSX wB97M-V def2-TZVPD def2/J DEFGRID3
* xyz 1 3
Pt 6.42763 -17.92653 1.27208
S 11.32130 -15.20404 6.27827
N 11.16225 -16.69137 5.64572
C 10.14937 -16.64191 4.78487
C 9.67324 -17.78960 4.01899
C 10.23262 -19.07099 3.97668
C 9.64635 -20.05573 3.13513
C 8.37538 -19.75987 2.59197
N 7.97014 -18.49455 2.45300
C 8.63555 -17.50520 3.09359
C 8.10732 -16.20471 2.92848
N 7.14045 -16.11955 1.97690
C 6.76140 -14.93764 1.58158
C 7.22488 -13.77463 2.16826
C 8.13535 -13.80987 3.25571
C 8.57495 -15.09527 3.68172
C 9.55758 -15.34028 4.69179
N 10.13825 -14.42510 5.45097
H 11.07771 -19.32861 4.67699
H 10.13315 -20.96755 2.94773
H 7.77975 -20.59332 2.17274
H 6.10609 -14.75555 0.70671
H 6.88826 -12.83761 1.74843
H 8.48272 -12.88366 3.70625
O 3.32811 -22.36684 0.68513
S 4.04382 -22.43140 1.94348
O 4.91627 -23.56099 2.19781
N 5.04736 -20.99900 2.04277
C 4.55028 -20.23612 2.99924
S 5.02120 -18.67656 3.53252
C 3.45201 -20.84057 3.82083
C 2.77719 -20.32003 4.95245
C 1.95632 -21.18276 5.67920
C 1.79001 -22.50613 5.31486
C 2.24832 -22.97714 4.09990
C 3.10352 -22.12271 3.40070
H 2.95991 -19.27802 5.12985
H 1.44496 -20.87155 6.59565
H 1.27376 -23.16889 6.01491
H 2.05828 -23.98352 3.71786
C 5.47962 -15.58891 -2.34632
Si 6.22772 -17.22327 -2.77886
C 7.29336 -17.00299 -4.25017
C 4.85759 -18.57429 -2.99044
As 7.64377 -18.12235 -0.88604
Si 9.78155 -16.82598 -0.96444
C 9.27812 -14.96837 -0.96459
C 11.08343 -17.04503 0.36846
C 10.61833 -17.36159 -2.56644
Si 8.19607 -20.54499 -1.20456
C 6.78452 -21.62693 -0.69506
C 9.94146 -20.65350 -0.38528
C 8.41022 -20.84379 -3.08494
H 4.46566 -15.60926 -1.94725
H 5.43979 -14.89750 -3.21856
H 6.12769 -15.16344 -1.54835
H 7.20108 -15.97997 -4.70457
H 7.00080 -17.77235 -5.02320
H 8.37413 -17.22151 -4.03946
H 4.77116 -18.91664 -4.06271
H 3.83901 -18.15608 -2.72986
H 5.06046 -19.40129 -2.32078
H 8.95990 -14.61264 0.00782
H 8.41611 -14.83180 -1.61210
H 10.13274 -14.37709 -1.41956
H 10.84868 -17.95758 0.98213
H 11.10671 -16.21028 1.06125
H 12.08401 -17.20753 0.03917
H 10.12911 -16.80304 -3.38693
H 10.41503 -18.43241 -2.63064
H 11.67018 -17.09337 -2.54173
H 7.10649 -22.49189 -0.08030
H 6.35647 -22.04891 -1.65374
H 6.06574 -21.16160 -0.09077
H 10.00950 -21.55996 0.30240
H 10.07892 -19.79064 0.27452
H 10.81955 -20.61804 -1.08943
H 7.46275 -21.20804 -3.49452
H 9.13499 -21.60269 -3.24379
H 8.83166 -19.96812 -3.65048
I 0.91372 -18.24083 -1.58839
C 2.56086 -17.70667 -0.39370
C 2.57076 -16.60209 0.41910
N 3.76176 -16.50945 1.05247
N 4.58352 -17.54758 0.61548
C 3.78496 -18.38767 -0.15894
H 1.76409 -15.88415 0.51137
H 4.06351 -15.75352 1.66614
H 4.09896 -19.41336 -0.36911
*
```

Listed below, in e, are the Mulliken charges computed for each atom: Pt -0.706; S 0.191; N -0.624; C 0.793; C 0.436; C -0.899; C -1.160; C -0.145; N 1.333; C 0.294; C -0.164; N -0.490; C -0.118; C -0.981; C -0.969; C 0.596; C 0.485; N -0.661; H 0.451; H 0.608; H 0.337; H 0.387; H 0.497; H 0.531; O -0.665; S 1.074; O -0.649; N -0.137; C 1.133; S -0.524; C -0.169; C -0.769; C -0.590; C -0.425; C -0.682; C 0.286; H 0.478; H 0.359; H 0.389; H 0.428; C -0.668; Si 0.585; C -0.901; C -0.422; As -0.200; Si 0.733; C -0.940; C -1.051; C -1.121; Si 0.401; C -0.371; C -0.222; C -1.326; H 0.279; H 0.450; H -0.081; H 0.301; H 0.342; H -0.014; H 0.464; H -0.044; H -0.122; H 0.157; H 0.169; H 0.415; H 0.054; H 0.335; H 0.583; H 0.350; H 0.159; H 0.459; H 0.439; H 0.407; H -0.388; H 0.364; H -0.499; H 0.368; H 0.377; H 0.493; H 0.280; I 0.157; C -0.976; C -0.382; N 0.022; N 0.993; C -0.309; H 0.458; H 0.164; H 0.723

---

(2)
A molecular structure, C31H40CdF3N5O3S2Si4, computed with ωB97M-V with the def2-TZVPD basis set.

Output
Relative energy (zero: lowest compared OMol25 entry of this formula, charge and spin) ... 0.0 kcal per mole
Electronic energy ... -112290.932 eV
Frontier orbital gap ... 6.79 eV
LUMO ... 4.02 eV

ORCA input file:
```
! RIJCOSX wB97M-V def2-TZVPD def2/J DEFGRID3
* xyz -2 1
Cd -0.35781 -1.55084 -0.08265
F -2.79340 -7.62297 -0.14240
C -2.94112 -6.29680 -0.28149
F -4.30018 -6.00945 -0.17016
F -2.64998 -5.93012 -1.55875
C -2.06802 -5.54690 0.78055
C -1.67819 -6.25361 1.90203
C -0.90694 -5.59587 2.85229
C -0.57573 -4.25604 2.66859
N -0.91891 -3.51012 1.58476
C -1.78365 -4.13129 0.67675
S -2.29808 -3.11442 -0.62071
H -1.81027 -7.35438 1.97848
H -0.56545 -6.13772 3.74782
H 0.11841 -3.82205 3.46580
N 6.01835 -5.17363 -1.61022
C 5.15095 -4.41873 -1.53194
C 4.00967 -3.61121 -1.38989
C 4.06833 -2.34517 -0.94552
C 2.84733 -1.69959 -0.66106
C 1.62722 -2.34216 -0.81311
C 1.60792 -3.63121 -1.32003
C 2.78805 -4.26663 -1.61751
H 5.03169 -1.81299 -0.95675
H 2.95926 -0.65628 -0.31257
H 0.65314 -4.07116 -1.62970
H 2.75757 -5.31234 -1.93446
O -1.27257 5.99013 -2.11922
S -0.17147 6.66509 -2.75339
O 1.15200 6.25794 -2.37305
O -0.29252 6.17152 -4.70163
C 0.03229 5.04729 -5.21926
N 0.93031 5.10168 -6.25819
C 1.37933 3.92061 -6.68379
C 1.10158 2.71542 -6.12801
C 0.09212 2.75238 -5.13424
N -0.47726 3.88681 -4.71478
C -0.36089 1.60273 -4.37146
C 0.25068 0.35075 -4.25592
C -0.04333 -0.54632 -3.27971
N -1.09147 -0.34931 -2.42215
C -1.85214 0.74643 -2.65266
C -1.57413 1.72328 -3.62048
H 1.92992 4.01135 -7.59101
H 1.54334 1.71651 -6.39133
H 1.19756 0.14556 -4.78753
H 0.51872 -1.51233 -3.18568
H -2.82617 0.87234 -2.19168
H -2.29989 2.57634 -3.68270
C -2.20418 3.29825 0.08454
Si -0.39599 2.69747 0.27568
C 0.58823 2.73980 -1.36766
C 0.26633 4.08199 1.26929
Si -0.45023 0.60606 1.42750
Si 1.54467 0.56148 2.69646
C 2.85887 1.68945 1.97212
C 2.02888 -1.24423 3.06565
C 1.40420 1.17896 4.52954
Si -2.04828 0.53089 3.21071
C -1.94636 1.56213 4.84424
C -3.82343 0.64588 2.48990
C -1.92038 -1.19616 3.89684
H -2.51383 3.77873 1.01712
H -3.05721 2.68946 -0.33867
H -2.15157 4.17753 -0.60351
H 0.13745 3.40193 -2.14718
H 0.83131 1.78050 -1.71336
H 1.52481 3.29117 -1.16543
H 1.31962 4.32206 0.95537
H 0.29556 3.89739 2.37814
H -0.34589 4.98132 1.18694
H 3.83915 1.45546 2.57727
H 2.66737 2.76693 2.00061
H 2.95957 1.32414 0.87985
H 2.92718 -1.23559 3.72010
H 2.34426 -1.81543 2.09875
H 1.25079 -1.80147 3.62222
H 0.74923 0.57434 5.08173
H 1.17980 2.25816 4.56594
H 2.37408 1.07142 5.05023
H -2.99754 1.60102 5.20556
H -1.61183 2.60992 4.70328
H -1.32391 1.21408 5.65162
H -4.09810 1.66730 2.15598
H -4.51895 0.22634 3.21253
H -3.87152 -0.11814 1.74318
H -0.94417 -1.48817 4.29567
H -2.14458 -1.92517 3.12746
H -2.57957 -1.22969 4.78351
*
```

Listed below, in e, are the Mulliken charges computed for each atom: Cd 1.697; F -0.288; C 0.707; F -0.269; F -0.213; C -0.139; C -0.266; C -0.892; C 0.004; N -0.059; C 0.194; S -0.494; H 0.339; H 0.343; H 0.022; N -0.601; C -0.001; C 0.608; C -0.529; C 0.883; C -2.014; C 0.549; C -0.560; H 0.364; H 0.176; H 0.405; H 0.374; O -0.404; S 0.461; O -0.480; O -0.699; C 0.373; N -0.630; C -0.248; C -0.694; C 0.193; N -0.285; C 1.376; C -0.594; C -0.528; N -0.058; C -0.578; C -0.169; H 0.455; H 0.257; H 0.212; H 0.261; H 0.331; H 0.277; C -1.217; Si 0.490; C -0.058; C -1.349; Si -0.319; Si 0.053; C -0.861; C -0.564; C -1.239; Si 0.509; C -1.341; C -1.223; C -0.959; H 0.371; H 0.242; H 0.300; H -0.525; H 0.108; H 0.487; H 0.330; H 0.240; H 0.441; H 0.278; H 0.292; H 0.125; H 0.437; H 0.140; H -0.100; H 0.292; H 0.267; H 0.386; H 0.369; H 0.294; H 0.427; H 0.245; H 0.429; H 0.318; H 0.252; H 0.022; H 0.447

---

(3)
A molecular structure, C31H40F4N6OSSiTi, computed with ωB97M-V with the def2-TZVPD basis set.

Output
Relative energy (zero: lowest compared OMol25 entry of this formula, charge and spin) ... 6.7 kcal per mole
Expectation value of S² ... 2.004
Electronic energy ... -96484.431 eV
Frontier orbital gap (spin up / spin down) ... 5.89 / 7.15 eV
LUMO (spin up / spin down) ... 0.16 / 0.15 eV

ORCA input file:
```
! RIJCOSX wB97M-V def2-TZVPD def2/J DEFGRID3
* xyz 0 3
Ti 0.20704 0.29151 -0.48015
C -3.40465 1.50369 1.35035
C -3.00168 1.85369 -0.07328
N -1.57854 2.19290 -0.23631
C -1.10127 3.12490 0.79489
C -1.80582 4.47683 0.85878
C -1.39127 2.72751 -1.58766
C 0.04677 3.08877 -1.92323
N 0.96491 2.04879 -1.47027
C 2.29531 2.32341 -1.52585
C 3.18087 1.52917 -0.76600
F 2.63058 0.54381 -0.00451
C 4.54018 1.70538 -0.71695
F 5.26998 0.89440 0.06712
C 5.16336 2.70018 -1.44426
C 4.33663 3.49127 -2.21571
F 4.87811 4.46460 -2.96562
C 2.96682 3.31798 -2.27473
F 2.28513 4.12286 -3.12128
H -4.38239 1.02019 1.34593
H -3.47933 2.39322 1.97932
H -2.69421 0.82264 1.80951
H -3.62369 2.69149 -0.42011
H -3.20996 1.01740 -0.74245
H -0.03590 3.27144 0.62129
H -1.18173 2.61455 1.75358
H -1.63894 5.07199 -0.04115
H -1.41435 5.04686 1.70378
H -2.88358 4.37326 1.00248
H -2.01442 3.61721 -1.75652
H -1.75716 1.96942 -2.28903
H 0.29650 4.05368 -1.46468
H 0.07952 3.25382 -3.00269
H 6.23282 2.84942 -1.41353
C 1.86775 1.88552 2.60092
Si 0.78659 0.38626 2.97682
C -0.34333 1.00872 4.36436
C 1.95594 -0.96204 3.60861
N -0.10038 -0.16917 1.58905
C -1.04647 -1.14993 1.74612
C -1.29675 -1.85984 2.95539
C -2.37162 -2.70778 3.13506
C -3.28378 -2.93126 2.10931
C -3.03068 -2.33778 0.88490
C -1.91152 -1.54726 0.69861
O -1.67192 -0.98346 -0.58963
C -1.76975 -1.76440 -1.74966
C -1.66098 -3.14994 -1.78512
C -1.69377 -3.79378 -3.01398
C -1.83125 -3.08002 -4.19607
C -1.94294 -1.69996 -4.14521
C -1.91549 -1.04112 -2.92487
H 2.48464 2.06078 3.49143
H 1.26467 2.78452 2.45896
H 2.54480 1.78473 1.75550
H 0.08514 0.79975 5.35143
H -1.34705 0.57905 4.33747
H -0.44863 2.09597 4.28165
H 2.58378 -0.59383 4.42622
H 2.61676 -1.27150 2.79219
H 1.43183 -1.85239 3.96518
H -0.62476 -1.70906 3.79038
H -2.50284 -3.19049 4.09726
H -4.15351 -3.55990 2.24926
H -3.69675 -2.50074 0.04712
H -1.53658 -3.70992 -0.87286
H -1.60676 -4.87378 -3.04320
H -1.85725 -3.59685 -5.14724
H -2.05447 -1.12706 -5.05773
H -1.99921 0.03879 -2.86708
C 1.39448 -4.58723 1.11350
C 1.43700 -4.76483 -0.40270
C 1.57550 -3.45570 -1.11346
N 1.07459 -2.36218 -0.67546
N 1.27721 -1.29495 -1.50568
C 1.95246 -1.57852 -2.57601
N 2.21297 -0.66294 -3.54851
S 2.38899 -3.25095 -2.64689
H 1.26863 -5.55373 1.60123
H 0.56569 -3.93913 1.40212
H 2.31655 -4.13118 1.47728
H 0.50680 -5.22731 -0.74758
H 2.24366 -5.43391 -0.70719
H 2.02610 0.29235 -3.26293
H 3.06027 -0.77884 -4.07932
*
```

Listed below, in e, are the Mulliken charges computed for each atom: Ti 0.046; C -1.230; C -0.873; N 1.363; C -0.348; C -1.807; C -1.528; C -1.276; N 1.054; C -0.652; C -0.039; F -0.018; C 0.072; F -0.312; C -0.664; C 0.179; F -0.329; C 0.625; F -0.341; H 0.420; H 0.322; H 0.094; H 0.607; H 0.365; H 0.214; H 0.127; H 0.296; H 0.487; H 0.273; H 0.445; H 0.482; H 0.539; H 0.543; H 0.519; C -0.958; Si 0.386; C -1.359; C -1.331; N 1.872; C 0.541; C -0.894; C -1.051; C -1.066; C -0.426; C -0.385; O 1.108; C 0.319; C -0.469; C -0.693; C -0.755; C -0.806; C -0.372; H 0.512; H 0.229; H 0.022; H 0.436; H 0.363; H 0.353; H 0.391; H 0.256; H 0.374; H 0.230; H 0.436; H 0.370; H 0.522; H 0.594; H 0.407; H 0.403; H 0.453; H 0.224; C -0.974; C -0.484; C 0.194; N -0.237; N 0.374; C 0.011; N -0.425; S -0.259; H 0.442; H 0.040; H 0.293; H 0.183; H 0.519; H 0.151; H 0.279

---

(4)
A molecular structure, C31H40N4OOsP2S2Si, computed with ωB97M-V with the def2-TZVPD basis set.

Output
Relative energy (zero: lowest compared OMol25 entry of this formula, charge and spin) ... 3.8 kcal per mole
Expectation value of S² ... 6.042
Electronic energy ... -91383.362 eV
Frontier orbital gap (spin up / spin down) ... 7.88 / 6.31 eV
LUMO (spin up / spin down) ... -4.72 / -7.52 eV

ORCA input file:
```
! RIJCOSX wB97M-V def2-TZVPD def2/J DEFGRID3
* xyz 2 5
Os -0.06192 -0.24614 0.02258
C 2.25646 0.86347 2.88378
P 2.10683 -0.14985 1.38767
C 2.50698 -1.82720 1.96592
C 3.51497 0.31832 0.32817
C 3.70019 -0.70877 -0.78642
P 2.14632 -1.03431 -1.71904
C 2.23902 0.15728 -3.08882
C 2.51457 -2.63876 -2.49515
H 3.18171 0.61095 3.40408
H 1.40926 0.67482 3.54315
H 2.26231 1.92296 2.63080
H 3.54046 -1.86960 2.31433
H 2.36016 -2.56195 1.17491
H 1.84919 -2.08069 2.79728
H 4.41414 0.39916 0.94423
H 3.30863 1.31182 -0.07921
H 4.03605 -1.66067 -0.36952
H 4.47141 -0.38185 -1.48746
H 3.11363 -0.05831 -3.70467
H 2.31962 1.17262 -2.70096
H 1.34015 0.09063 -3.70082
H 3.50553 -2.61418 -2.95204
H 1.77860 -2.84633 -3.26861
H 2.48176 -3.43843 -1.75548
S -2.88867 2.02835 3.39277
C -2.16543 0.87287 2.36432
N -1.08227 1.23478 1.74718
C -0.74576 2.54570 2.07601
C 0.34094 3.27347 1.58400
C 0.52215 4.56552 2.02358
C -0.35877 5.14790 2.94739
C -1.43715 4.44632 3.43946
C -1.62187 3.13903 2.99005
H -2.62656 -0.09340 2.20918
H 1.01654 2.83069 0.86380
H 1.35293 5.14686 1.64745
H -0.19147 6.16472 3.27346
H -2.12045 4.89668 4.14577
N -0.62912 -1.83359 1.19026
C -1.01534 -2.68183 1.88602
N -1.38128 -3.63839 2.66379
C -1.62754 -5.00789 2.14675
C -3.11223 -5.31526 2.27122
O -3.55494 -5.10811 3.59503
C -3.42124 -3.76121 3.98904
C -1.95321 -3.36268 4.00433
H -1.03967 -5.68875 2.76313
H -1.28344 -5.06537 1.11515
H -3.29536 -6.36131 2.03077
H -3.68245 -4.68319 1.57908
H -3.84192 -3.67509 4.98963
H -3.98315 -3.10594 3.30709
H -1.39971 -3.97078 4.72057
H -1.81182 -2.30915 4.24307
C -5.50778 -1.18703 0.29414
C -4.97580 -2.44163 0.02685
C -3.72447 -2.55419 -0.56305
C -2.99571 -1.41498 -0.91700
C -3.54435 -0.15925 -0.63311
C -4.79031 -0.04483 -0.03536
Si -1.30510 -1.58470 -1.68967
C -1.18034 -1.02691 -3.45020
C -1.61542 0.23971 -3.85444
C -1.50630 0.63836 -5.17596
C -0.96346 -0.22719 -6.11845
C -0.55786 -1.49877 -5.74252
C -0.67152 -1.89681 -4.41750
H -6.48631 -1.09992 0.74692
H -5.54941 -3.33078 0.25707
H -3.33148 -3.53950 -0.79159
H -2.99580 0.74492 -0.87542
H -5.20574 0.93351 0.16660
H -0.84801 -2.99180 -1.57538
H -2.05507 0.92162 -3.13738
H -1.84894 1.61987 -5.47546
H -0.87668 0.08427 -7.15080
H -0.16582 -2.18443 -6.48191
H -0.38041 -2.90438 -4.14222
S -0.13271 3.62424 -2.56826
C -0.07997 2.31051 -1.73369
N -0.02068 1.29946 -1.08944
*
```

Listed below, in e, are the Mulliken charges computed for each atom: Os -0.416; C -1.397; P 0.785; C -1.463; C -0.886; C -1.286; P 0.882; C -1.123; C -1.289; H 0.541; H 0.348; H 0.359; H 0.513; H 0.299; H 0.425; H 0.660; H 0.345; H 0.440; H 0.627; H 0.485; H 0.326; H 0.117; H 0.479; H 0.296; H 0.346; S -0.244; C -0.536; N 0.250; C -0.527; C -0.094; C -1.129; C -0.659; C -0.471; C 0.663; H 0.393; H 0.603; H 0.455; H 0.425; H 0.450; N 0.405; C -0.002; N 0.016; C -0.615; C -0.175; O -0.400; C -0.446; C -0.561; H 0.303; H 0.455; H 0.410; H -0.022; H 0.392; H 0.235; H 0.297; H 0.440; C -0.556; C -0.722; C -0.455; C 0.574; C -0.053; C -0.805; Si -0.122; C 0.525; C -0.194; C -0.921; C -0.518; C -0.791; C -0.135; H 0.455; H 0.458; H 0.590; H 0.210; H 0.524; H -0.284; H 0.471; H 0.458; H 0.423; H 0.449; H 0.508; S -0.236; C 0.652; N 0.773

---

| no. | maximum force (eV Å⁻¹) |
| --- | --- |
| 1 | 4.04 |
| 2 | 3.09 |
| 3 | 0.92 |
| 4 | 0.21 |